Entry 1:
Entry from the OMol25 dataset: a cluster of 4 separate species, C35H49F25N2O5S2 in total (ωB97M-V/def2-TZVPD).

Output
Charge: 0
Frontier orbital gap: 9.07 eV

Each atom is followed by the atoms it is bonded to, with distances in Å.
Element x y z (Å)
1 C 0.733 -1.096 0.616  C2 1.193, H28 1.067
2 C -0.159 -0.404 0.230  C1 1.193, C3 1.465
3 C -1.310 0.385 -0.216  C2 1.465, C4 1.530, H29 1.094, H30 1.085
4 C -1.790 1.480 0.738  C3 1.530, C5 1.535, H31 1.092, H32 1.090
5 C -1.205 2.889 0.571  C4 1.535, C6 1.533, H33 1.095, H34 1.094
6 C 0.200 3.183 1.107  C5 1.533, C7 1.529, C15 1.547, O22 1.442
7 C 0.452 2.386 2.388  C6 1.529, C8 1.537, H35 1.093, H36 1.086
8 C -0.504 2.639 3.564  C7 1.537, C9 1.534, H37 1.092, H38 1.091
9 C -1.133 1.390 4.195  C8 1.534, C10 1.528, H39 1.091, H40 1.092
10 C -0.179 0.203 4.317  C9 1.528, N11 1.473, H41 1.092, H42 1.093
11 N -0.510 -0.876 3.371  C10 1.473, C12 1.441, H43 1.014
12 C -0.261 -2.208 3.862  N11 1.441, C13 1.490, O14 1.202
13 C 0.796 -2.919 3.089  C12 1.490, H44 1.086, H45 1.089, H46 1.091
14 O -0.845 -2.650 4.814  C12 1.202
15 C 0.284 4.714 1.309  C6 1.547, N16 1.477, H47 1.095, H48 1.091
16 N 1.629 5.241 1.612  C15 1.477, S17 1.714, C18 1.490
17 S 1.859 6.810 0.962  N16 1.714, H49 1.348
18 C 1.967 5.192 3.063  N16 1.490, C19 1.546, H50 1.086, H51 1.089
19 C 3.196 4.329 3.430  C18 1.546, C20 1.530, H52 1.092, H53 1.094
20 C 3.927 3.635 2.277  C19 1.530, C21 1.540, H54 1.091, H55 1.084
21 C 4.807 2.467 2.759  C20 1.540, H56 1.091, H57 1.091, H58 1.090
22 O 1.275 2.760 0.244  C6 1.442, C23 1.414
23 C 1.480 3.360 -1.020  O22 1.414, S24 1.836, C25 1.533, H59 1.092
24 S 1.590 2.124 -2.373  C23 1.836, H60 1.335
25 C 2.814 4.115 -1.025  C23 1.533, C26 1.510, H61 1.092, H62 1.087
26 C 2.702 5.353 -1.881  C25 1.510, F27 1.393, H63 1.091, H64 1.093
27 F 3.969 5.891 -2.091  C26 1.393
28 H 1.563 -1.698 0.908  C1 1.067
29 H -2.134 -0.323 -0.350  C3 1.094
30 H -1.098 0.806 -1.193  C3 1.085
31 H -2.867 1.577 0.582  C4 1.092
32 H -1.663 1.120 1.759  C4 1.090
33 H -1.270 3.177 -0.483  C5 1.095
34 H -1.882 3.571 1.094  C5 1.094
35 H 0.445 1.329 2.112  C7 1.093
36 H 1.477 2.596 2.680  C7 1.086
37 H -1.309 3.319 3.276  C8 1.092
38 H 0.047 3.146 4.358  C8 1.091
39 H -1.489 1.666 5.189  C9 1.091
40 H -2.026 1.099 3.637  C9 1.092
41 H 0.839 0.535 4.106  C10 1.092
42 H -0.201 -0.181 5.340  C10 1.093
43 H -1.498 -0.815 3.150  N11 1.014
44 H 0.824 -3.977 3.336  C13 1.086
45 H 0.611 -2.766 2.027  C13 1.089
46 H 1.748 -2.440 3.321  C13 1.091
47 H -0.423 5.016 2.090  C15 1.095
48 H -0.057 5.190 0.388  C15 1.091
49 H 0.898 7.459 1.649  S17 1.348
50 H 1.093 4.838 3.602  C18 1.086
51 H 2.147 6.212 3.402  C18 1.089
52 H 3.914 4.968 3.948  C19 1.092
53 H 2.896 3.569 4.158  C19 1.094
54 H 4.567 4.370 1.787  C20 1.091
55 H 3.209 3.276 1.548  C20 1.084
56 H 4.465 1.524 2.330  C21 1.091
57 H 4.785 2.362 3.845  C21 1.091
58 H 5.846 2.590 2.456  C21 1.090
59 H 0.671 4.042 -1.290  C23 1.092
60 H 0.477 2.414 -3.049  S24 1.335
61 H 3.590 3.495 -1.478  C25 1.092
62 H 3.116 4.331 -0.004  C25 1.087
63 H 2.085 6.119 -1.409  C26 1.091
64 H 2.275 5.100 -2.855  C26 1.093
65 F -4.440 -1.016 -4.415  C66 1.347
66 C -3.657 0.000 -4.005  F65 1.347, F67 1.352, C68 1.532, H79 1.093
67 F -4.215 1.165 -4.408  C66 1.352
68 C -2.260 -0.104 -4.626  C66 1.532, F69 1.345, F70 1.371, C71 1.533
69 F -2.341 0.052 -5.959  C68 1.345
70 F -1.581 0.967 -4.106  C68 1.371
71 C -1.401 -1.320 -4.261  C68 1.533, O72 1.411, H80 1.089, H81 1.091
72 O -1.376 -2.386 -5.185  C71 1.411, C73 1.356
73 C -2.274 -3.401 -5.130  O72 1.356, F74 1.349, F75 1.353, C76 1.534
74 F -3.093 -3.301 -4.063  C73 1.349
75 F -1.594 -4.565 -5.014  C73 1.353
76 C -3.089 -3.523 -6.424  C73 1.534, F77 1.346, F78 1.353, H82 1.091
77 F -3.744 -2.374 -6.671  C76 1.346
78 F -3.993 -4.515 -6.251  C76 1.353
79 H -3.589 -0.003 -2.914  C66 1.093
80 H -0.380 -0.942 -4.257  C71 1.089
81 H -1.622 -1.665 -3.250  C71 1.091
82 H -2.428 -3.763 -7.258  C76 1.091
83 F -7.937 -5.391 -0.520  C84 1.348
84 C -8.859 -4.432 -0.734  F83 1.348, F85 1.350, C86 1.532, H97 1.093
85 F -9.985 -5.007 -1.208  C84 1.350
86 C -8.358 -3.426 -1.775  C84 1.532, F87 1.345, F88 1.368, C89 1.532
87 F -8.231 -4.029 -2.971  C86 1.345
88 F -9.365 -2.504 -1.863  C86 1.368
89 C -7.099 -2.620 -1.438  C86 1.532, O90 1.409, H98 1.089, H99 1.091
90 O -5.884 -3.069 -1.992  C89 1.409, C91 1.359
91 C -5.075 -3.966 -1.370  O90 1.359, F92 1.344, F93 1.358, C94 1.536
92 F -5.484 -4.269 -0.126  C91 1.344
93 F -3.846 -3.397 -1.264  C91 1.358
94 C -4.879 -5.232 -2.217  C91 1.536, F95 1.347, F96 1.352, H100 1.089
95 F -6.069 -5.818 -2.450  C94 1.347
96 F -4.097 -6.088 -1.520  C94 1.352
97 H -9.087 -3.925 0.208  C84 1.093
98 H -7.267 -1.655 -1.912  C89 1.089
99 H -7.021 -2.452 -0.363  C89 1.091
100 H -4.403 -4.977 -3.162  C94 1.089
101 F 5.175 -4.375 0.694  C102 1.346
102 C 4.470 -3.663 1.593  F101 1.346, F103 1.353, C104 1.533, H115 1.093
103 F 3.154 -3.921 1.417  C102 1.353
104 C 4.689 -2.160 1.385  C102 1.533, F105 1.349, F106 1.370, C107 1.531
105 F 4.168 -1.785 0.199  C104 1.349
106 F 3.945 -1.573 2.375  C104 1.370
107 C 6.106 -1.605 1.555  C104 1.531, O108 1.407, H116 1.089, H117 1.091
108 O 6.846 -1.387 0.378  C107 1.407, C109 1.360
109 C 7.639 -2.341 -0.182  O108 1.360, F110 1.344, F111 1.354, C112 1.536
110 F 7.731 -3.452 0.570  C109 1.344
111 F 8.883 -1.822 -0.301  C109 1.354
112 C 7.192 -2.675 -1.612  C109 1.536, F113 1.347, F114 1.350, H118 1.091
113 F 5.919 -3.114 -1.608  C112 1.347
114 F 7.992 -3.654 -2.087  C112 1.350
115 H 4.762 -3.957 2.604  C102 1.093
116 H 5.956 -0.608 1.965  C107 1.089
117 H 6.665 -2.184 2.291  C107 1.091
118 H 7.276 -1.788 -2.242  C112 1.091

Mulliken population analysis, charges in e, atoms 1 to 8: -1.171 -0.026 -0.001 -0.089 -1.648 3.032 -0.472 -1.305

Entry 2:
Entry from the OMol25 dataset: a cluster of 4 separate species, C35H49F3N3O3 in total (ωB97M-V/def2-TZVPD).

Output
Charge: +1
Frontier orbital gap: 6.75 eV

Each atom is followed by the atoms it is bonded to, with distances in Å.
Element x y z (Å)
1 C 2.218 2.732 2.216  C2 1.337, H24 1.086, H25 1.086
2 C 1.070 3.394 2.403  C1 1.337, C3 1.514, H26 1.089
3 C 0.582 4.603 1.634  C2 1.514, C4 1.540, C14 1.532, C23 1.545
4 C -0.450 4.235 0.551  C3 1.540, O5 1.402, H27 1.101, H28 1.100
5 O -1.361 3.303 1.065  C4 1.402, C6 1.427
6 C -2.259 2.843 0.055  O5 1.427, C7 1.512, H29 1.096, H30 1.098
7 C -3.009 1.615 0.518  C6 1.512, O8 1.409, H31 1.095, H32 1.094
8 O -2.187 0.475 0.632  C7 1.409, C9 1.422
9 C -1.681 0.214 1.935  O8 1.422, C10 1.523, H33 1.095, H34 1.092
10 C -0.168 0.046 1.900  C9 1.523, O11 1.408, H35 1.097, H36 1.097
11 O 0.147 -1.306 1.667  C10 1.408, C12 1.417
12 C 1.397 -1.708 2.200  O11 1.417, C13 1.542, H37 1.096, H38 1.089
13 C 2.576 -1.330 1.281  C12 1.542, H39 1.091, H40 1.090, H41 1.090
14 C -0.034 5.630 2.589  C3 1.532, N15 1.493, H42 1.090, H43 1.088
15 N 0.986 6.638 3.004  C14 1.493, C16 1.346, H44 1.016
16 C 2.294 6.330 2.923  N15 1.346, N17 1.381, N18 1.324
17 N 3.119 6.612 3.994  C16 1.381, H45 1.004, H46 1.005
18 N 2.763 5.742 1.834  C16 1.324, C19 1.510, C23 1.469
19 C 4.006 6.368 1.248  N18 1.510, C20 1.520, C21 1.538, H47 1.089
20 C 3.705 7.122 -0.037  C19 1.520, H48 1.093, H49 1.087, H50 1.090
21 C 5.111 5.311 1.082  C19 1.538, C22 1.527, H51 1.094, H52 1.091
22 C 4.945 4.327 -0.073  C21 1.527, H53 1.090, H54 1.089, H55 1.090
23 C 1.704 5.361 0.889  C3 1.545, N18 1.469, H56 1.086, H57 1.094
24 H 2.637 2.474 1.248  C1 1.086
25 H 2.746 2.346 3.083  C1 1.086
26 H 0.378 3.016 3.153  C2 1.089
27 H 0.095 3.814 -0.308  C4 1.101
28 H -0.967 5.135 0.187  C4 1.100
29 H -1.691 2.608 -0.852  C6 1.096
30 H -2.989 3.627 -0.184  C6 1.098
31 H -3.745 1.395 -0.262  C7 1.095
32 H -3.565 1.819 1.438  C7 1.094
33 H -2.083 -0.748 2.268  C9 1.095
34 H -1.970 0.984 2.653  C9 1.092
35 H 0.253 0.398 2.850  C10 1.097
36 H 0.202 0.673 1.080  C10 1.097
37 H 1.532 -1.260 3.192  C12 1.096
38 H 1.344 -2.790 2.308  C12 1.089
39 H 3.238 -0.600 1.749  C13 1.091
40 H 3.163 -2.222 1.066  C13 1.090
41 H 2.164 -0.935 0.353  C13 1.090
42 H -0.819 6.165 2.054  C14 1.090
43 H -0.514 5.169 3.449  C14 1.088
44 H 0.820 6.895 3.973  N15 1.016
45 H 3.696 7.433 4.002  N17 1.004
46 H 3.172 5.947 4.746  N17 1.005
47 H 4.411 7.094 1.951  C19 1.089
48 H 2.912 7.861 0.111  C20 1.093
49 H 3.393 6.483 -0.860  C20 1.087
50 H 4.590 7.681 -0.340  C20 1.090
51 H 5.101 4.725 2.006  C21 1.094
52 H 6.080 5.810 1.042  C21 1.091
53 H 4.771 4.810 -1.035  C22 1.090
54 H 4.146 3.610 0.115  C22 1.089
55 H 5.870 3.761 -0.186  C22 1.090
56 H 2.112 4.711 0.121  C23 1.086
57 H 1.235 6.249 0.456  C23 1.094
58 F 7.401 -6.586 -0.326  C59 1.347
59 C 6.131 -6.144 -0.385  F58 1.347, C60 1.380, C64 1.381
60 C 5.449 -5.919 0.794  C59 1.380, C61 1.388, H65 1.082
61 C 4.141 -5.460 0.728  C60 1.388, C62 1.389, H66 1.082
62 C 3.538 -5.242 -0.503  C61 1.389, C63 1.388, H67 1.082
63 C 4.243 -5.481 -1.674  C62 1.388, C64 1.387, H68 1.082
64 C 5.554 -5.933 -1.621  C59 1.381, C63 1.387, H69 1.081
65 H 5.939 -6.103 1.741  C60 1.082
66 H 3.592 -5.273 1.642  C61 1.082
67 H 2.516 -4.888 -0.550  C62 1.082
68 H 3.772 -5.317 -2.634  C63 1.082
69 H 6.126 -6.120 -2.520  C64 1.081
70 F -2.122 -5.030 -2.305  C71 1.350
71 C -3.025 -4.054 -2.069  F70 1.350, C72 1.381, C76 1.379
72 C -2.685 -3.027 -1.212  C71 1.381, C73 1.387, H77 1.082
73 C -3.614 -2.024 -0.976  C72 1.387, C74 1.390, H78 1.081
74 C -4.860 -2.067 -1.590  C73 1.390, C75 1.388, H79 1.083
75 C -5.179 -3.114 -2.444  C74 1.388, C76 1.388, H80 1.080
76 C -4.254 -4.118 -2.693  C71 1.379, C75 1.388, H81 1.081
77 H -1.712 -3.017 -0.739  C72 1.082
78 H -3.356 -1.211 -0.311  C73 1.081
79 H -5.584 -1.285 -1.401  C74 1.083
80 H -6.149 -3.152 -2.918  C75 1.080
81 H -4.476 -4.939 -3.360  C76 1.081
82 F -6.886 -5.478 -2.621  C83 1.351
83 C -7.137 -6.376 -3.599  F82 1.351, C84 1.380, C88 1.380
84 C -6.674 -7.668 -3.449  C83 1.380, C85 1.387, H89 1.082
85 C -6.935 -8.586 -4.456  C84 1.387, C86 1.388, H90 1.082
86 C -7.640 -8.203 -5.589  C85 1.388, C87 1.388, H91 1.081
87 C -8.091 -6.896 -5.715  C86 1.388, C88 1.388, H92 1.082
88 C -7.844 -5.970 -4.713  C83 1.380, C87 1.388, H93 1.082
89 H -6.121 -7.941 -2.561  C84 1.082
90 H -6.585 -9.604 -4.354  C85 1.082
91 H -7.838 -8.922 -6.371  C86 1.081
92 H -8.638 -6.595 -6.598  C87 1.082
93 H -8.192 -4.948 -4.787  C88 1.082

Mulliken population analysis, charges in e, atoms 1 to 8: -0.875 -0.828 2.589 -1.749 -0.137 -0.570 -0.873 -0.231

Question: Which of these has the lowest charge?
Answer: C35H49F25N2O5S2